Record 1
Entry from the Open Molecules 2025 dataset: a molecular structure, C14H28NO4PRe (ωB97M-V/def2-TZVPD).

## Properties
- Charge: +4
- Spin multiplicity: 4
- Expectation value of S²: 3.784
- Gap between HOMO and LUMO (alpha / beta): 7.838 / 4.226 eV

Positions of all 49 atoms, in Å:
H: -4.48597 1.56635 3.13602
P: 0.89387 -0.32772 -0.32797
H: 0.98315 -0.88714 -4.05219
H: 3.37555 0.00163 1.77060
H: 0.47257 3.59750 3.17570
H: -0.08255 2.01911 0.69488
C: 1.32983 1.33670 -2.61492
H: 0.20959 -3.30381 0.19613
H: 1.10858 2.86991 -0.34269
Re: -1.17535 0.08038 0.43852
H: 3.85943 -2.62543 0.20638
H: 1.93124 2.03380 -2.02110
H: 2.79526 1.57382 2.36905
O: -2.93951 0.56755 1.50588
H: -4.77779 -0.96210 -0.00817
C: -1.87127 1.24077 -1.01668
C: 2.49308 0.64249 1.86872
H: 1.71663 1.35503 -3.64491
O: -2.19329 -2.56339 -0.82493
H: 3.38078 -2.00918 -1.38557
H: 3.83508 -0.87289 -0.08524
H: 0.93405 -2.12352 -2.77633
C: 1.20646 -3.17008 -0.24252
C: 1.01104 2.25391 0.55777
H: -6.02102 0.24149 0.41472
H: -5.92914 1.31132 2.19164
C: -1.79676 -1.56375 -0.34858
O: -0.39071 -1.16960 3.24460
C: -4.96381 0.10208 0.17515
H: 1.76096 0.13164 2.51004
H: 2.50215 -0.37258 -2.08703
C: -4.19694 0.61950 1.34269
C: 1.43539 -0.10110 -2.09913
N: -4.93164 1.18841 2.31060
H: -4.72622 0.66509 -0.73359
H: 1.26933 2.85857 1.43118
C: 3.31785 -1.81461 -0.30472
H: 1.84697 -3.99431 0.10743
H: 0.28900 1.69027 -2.63492
H: 2.74370 1.20759 -0.20501
H: -0.25856 3.42179 3.08510
C: 1.91460 1.01219 0.49260
H: 1.11764 -3.25619 -1.33401
O: -2.30433 1.90663 -1.87329
C: 1.86005 -1.84976 0.17872
H: -0.40207 -0.95526 -2.92664
H: 1.83505 -1.79191 1.27957
C: 0.68971 -1.08012 -3.00917
C: -0.67166 -0.70107 2.21561

The Löwdin scheme yields these atomic charges, measured in e:
1 H 0.166
2 P 0.968
3 H 0.152
4 H 0.104
5 H 0.065
6 H 0.037
7 C -0.024
8 H 0.077
9 H 0.112
10 Re 1.192
11 H 0.146
12 H 0.088
13 H 0.136
14 O -0.146
15 H 0.115
16 C -0.106
17 C -0.024
18 H 0.151
19 O 0.287
20 H 0.112
21 H 0.092
22 H 0.083
23 C -0.040
24 C -0.058
25 H 0.124
26 H 0.168
27 C -0.164
28 O 0.292
29 C 0.056
30 H 0.076
31 H 0.127
32 C -0.424
33 C -0.425
34 N 0.309
35 H 0.109
36 H 0.066
37 C -0.036
38 H 0.142
39 H 0.086
40 H 0.141
41 H 0.055
42 C -0.425
43 H 0.089
44 O 0.280
45 C -0.444
46 H 0.094
47 H 0.124
48 C -0.019
49 C -0.086

=====

Record 2
Entry from the Open Molecules 2025 dataset: a gas-phase ion, C4H7N2O (charge +1) (ωB97M-V/def2-TZVPD).

## Properties
- Charge: +1
- Spin multiplicity: 1
- Structure (SMILES): C=C1C=N[C@@H]([NH3+])O1
- Gap between HOMO and LUMO: 9.263 eV

Positions of all 14 atoms, in Å:
H: 3.31568 -0.18888 0.18423
H: -2.93551 -0.63305 0.37208
C: 0.65326 0.25692 -1.36747
H: -1.54269 -1.50246 -0.16382
H: 2.30888 0.38417 1.62099
O: 0.05421 0.46971 0.80157
H: -1.49197 -0.95277 1.23888
C: 2.41074 0.14958 0.61982
H: -1.84579 1.34813 0.11092
H: 1.40936 0.23383 -2.28011
N: -0.62496 0.42279 -1.42297
N: -1.83496 -0.73982 0.37306
C: 1.22947 0.29795 -0.05806
C: -1.10572 0.45389 -0.02911

The Löwdin scheme yields these atomic charges, measured in e:
1 H 0.081
2 H 0.255
3 C -0.070
4 H 0.151
5 H 0.065
6 O -0.030
7 H 0.130
8 C 0.184
9 H 0.203
10 H 0.189
11 N 0.130
12 N 0.281
13 C -0.228
14 C -0.340

=====

Record 3
Entry from the Open Molecules 2025 dataset: a single C5H11N molecule (ωB97M-V/def2-TZVPD).

## Properties
- Spin multiplicity: 1
- Structure (SMILES): CC[C@H]1CN1C
- Gap between HOMO and LUMO: 10.301 eV

Positions of all 17 atoms, in Å:
H: -0.38308 -3.28976 -0.64060
H: 0.92902 3.11555 0.46880
C: 0.07906 -2.44185 -0.12404
H: 2.01370 0.89068 -0.14002
N: -0.11838 1.40026 -0.14887
C: -0.77763 -1.17008 -0.25112
C: 1.04303 0.61721 -0.54956
H: -1.01878 -0.99637 -1.30620
H: -1.72607 -1.31807 0.27869
H: 0.17885 -0.05890 1.37668
H: 0.21998 -2.73419 0.92400
H: 1.07739 -2.29637 -0.55561
C: -0.00102 0.00840 0.30438
H: 1.04870 0.33393 -1.60095
H: -0.60498 2.85320 1.32596
C: 0.26714 2.35345 0.89600
H: 0.82445 1.86662 1.71612

The Löwdin scheme yields these atomic charges, measured in e:
1 H 0.068
2 H 0.082
3 C -0.110
4 H 0.107
5 N -0.110
6 C -0.216
7 C -0.139
8 H 0.110
9 H 0.105
10 H 0.132
11 H 0.072
12 H 0.072
13 C -0.321
14 H 0.110
15 H 0.077
16 C -0.118
17 H 0.078

=====

Record 4
Entry from the Open Molecules 2025 dataset: a molecular structure, CHN3O4 (ωB97M-V/def2-TZVPD).

## Properties
- Spin multiplicity: 1
- Gap between HOMO and LUMO (alpha / beta): 7.571 / 7.577 eV

Positions of all 9 atoms, in Å:
O: 1.43206 -0.26534 -0.76979
O: 0.33995 1.67980 -0.92864
O: 0.02388 1.58880 1.38811
N: 0.26936 0.49097 -0.88965
O: -1.65388 -2.41336 -0.14349
C: -0.82471 -0.32573 0.45156
N: -0.58522 0.53265 1.39124
N: -1.28956 -1.44824 0.48394
H: 2.28812 0.16046 -0.98329

The Löwdin scheme yields these atomic charges, measured in e:
1 O 0.035
2 O 0.096
3 O 0.023
4 N -0.141
5 O 0.049
6 C -0.194
7 N 0.021
8 N -0.018
9 H 0.129

=====

Record 5
Entry from the Open Molecules 2025 dataset: a single C3H2N2O3 molecule (ωB97M-V/def2-TZVPD).

## Properties
- Spin multiplicity: 1
- Structure (SMILES): O=C1C=NOC=NO1
- Gap between HOMO and LUMO: 10.217 eV

Positions of all 10 atoms, in Å:
O: 1.03853 2.26597 0.07102
H: -1.28894 -1.72737 -1.45382
C: 0.08316 0.45011 1.21122
N: -1.05339 -0.05935 1.14970
C: -0.80355 -0.90151 -1.05697
N: 0.49015 -1.21565 -1.11428
O: -1.50690 0.02947 -0.29286
H: 0.48507 0.24589 2.26417
O: 1.61105 -0.06188 -0.83140
C: 0.94483 0.97432 0.05321

The Löwdin scheme yields these atomic charges, measured in e:
1 O 0.073
2 H 0.104
3 C -0.079
4 N 0.137
5 C -0.161
6 N 0.160
7 O -0.086
8 H 0.166
9 O -0.050
10 C -0.265

=====

Record 6
Entry from the Open Molecules 2025 dataset: 2 unconnected molecules or ions with the total composition CH8N3O (ωB97M-V/def2-TZVPD).

## Properties
- Charge: +1
- Spin multiplicity: 1
- Gap between HOMO and LUMO: 10.814 eV

Positions of all 13 atoms, in Å:
N: 0.90117 -0.47252 -0.56953
H: 1.98730 0.22473 1.66084
H: 1.23682 -1.16037 2.25053
H: -1.49043 -0.77662 1.36826
N: -1.03482 -0.26146 0.62618
H: -1.39799 1.02742 -2.85960
H: -1.52136 1.95711 -1.75387
N: 1.11989 -0.29134 1.74099
H: -1.11762 0.75554 0.70800
H: 1.90743 -0.43290 -0.65076
H: 0.29095 -0.57721 -1.37226
C: 0.35842 -0.38519 0.58566
O: -1.09909 1.10295 -1.93553

The Löwdin scheme yields these atomic charges, measured in e:
1 N 0.280
2 H 0.115
3 H 0.129
4 H 0.118
5 N 0.135
6 H 0.069
7 H 0.061
8 N 0.157
9 H 0.126
10 H 0.160
11 H 0.137
12 C -0.419
13 O -0.068

=====

Record 7
Entry from the Open Molecules 2025 dataset: a molecular structure, C4H7FI2 (ωB97M-V/def2-TZVPD).

## Properties
- Spin multiplicity: 1
- Gap between HOMO and LUMO (alpha / beta): 7.882 / 7.158 eV

Positions of all 14 atoms, in Å:
H: 1.78587 -1.40967 -1.10406
H: 0.21688 1.72961 -0.43160
C: 0.71266 -0.16527 0.21262
H: 0.61642 -0.26893 -1.79177
C: 1.03509 1.31471 0.13022
H: 0.05993 -1.79102 -0.76857
H: 0.68610 -0.69361 1.13781
H: -1.89467 -0.22600 2.01949
I: -2.53812 -2.18885 0.15467
C: 0.71334 -0.98886 -1.00292
I: -2.56601 1.40683 -0.21180
C: -1.98342 -0.22897 0.91621
H: 1.89907 1.55740 -0.57591
F: 1.25687 1.95263 1.31560

The Löwdin scheme yields these atomic charges, measured in e:
1 H 0.122
2 H 0.016
3 C -0.162
4 H 0.074
5 C -0.283
6 H -0.032
7 H 0.085
8 H -0.045
9 I 0.664
10 C -0.137
11 I 0.772
12 C -1.189
13 H 0.146
14 F -0.030

=====

Result set for ΔE to the lowest compared entry with this formula, charge and spin: 73.9; 262.6; 129.2; 338.0; 757.1; 182.0; 321.3 kJ/mol, one per record in the order listed.